# 1
# C18H55CrHgO14S

A molecular structure, C18H55CrHgO14S at a distorted geometry (ωB97M-V/def2-TZVPD, the OMol25 dataset).

Properties
- <S²> = 6.0076
- E_LUMO (spin up / spin down) (hartree) = -0.1631 / -0.1632
- HOMO-LUMO gap (spin up / spin down) (hartree) = 0.257 / 0.262

Geometry as ORCA input:
```
! RIJCOSX wB97M-V def2-TZVPD def2/J DEFGRID3
* xyz 1 5
Hg -2.74352 -0.94280 -1.94393
Cr -2.55614 1.13860 1.23447
S -0.34347 -0.02681 0.19128
O 1.24500 0.63923 3.16862
O -1.29352 -0.48566 1.23526
O 1.31359 -2.92851 1.97467
O 3.69314 0.11676 -0.39473
O -0.67523 1.43347 0.19202
O -2.01308 0.00817 -4.01937
O -0.66435 -0.55965 -1.14831
O 0.61939 -2.32173 -2.68778
O 0.71612 3.70257 0.43812
O -3.51034 0.70871 -0.62910
O -1.43080 1.45639 3.05766
O -1.99247 -2.86715 -2.64636
O -3.39697 3.11240 1.51831
O 1.01277 -0.31655 0.60393
C -1.47296 2.30054 -3.43339
C 2.02203 -2.61674 -4.62877
C 4.26951 -0.94746 0.34326
C 1.98473 -2.39752 -3.13710
C -3.58627 4.57730 -0.46711
C -3.07021 -4.92144 -1.83263
C -2.40354 -4.22857 -2.98991
C -0.77561 3.64683 3.91632
C -0.94787 1.01521 -4.01440
C -2.76159 4.15857 0.72811
C 1.53109 -0.20797 4.31091
C 0.93533 -4.99897 0.85808
C 0.46484 -3.56768 1.01592
C 2.30784 2.99219 -1.23803
C -1.43370 2.31335 4.22836
C 4.70260 -0.48915 1.72894
C 0.30108 -0.99797 4.72840
C 2.07409 3.33690 0.23172
H 0.58532 -1.68211 -1.96324
H -3.33109 1.53760 -1.08891
H 0.58774 -5.60950 1.68657
H 2.67806 4.21167 0.47104
H -1.50317 -4.73203 -3.35279
H 1.91487 3.77784 -1.88083
H -0.38156 -1.24358 3.91706
H 3.04943 -2.59246 -4.99607
H -2.45771 4.98192 1.37326
H 2.74264 0.07630 -0.24811
H 1.21197 -1.98318 1.82022
H -4.53393 5.01174 -0.15089
H 3.62778 -1.83630 0.37529
H 5.62895 0.08051 1.67774
H -1.81581 3.72307 0.40097
H 1.63047 -3.58905 -4.93460
H 1.90100 2.00169 -1.46294
H -2.97744 5.27947 -1.03332
H -0.65343 4.28876 4.78294
H -3.78183 -4.25103 -1.35168
H -3.92172 3.43319 2.25567
H -0.48689 1.18371 2.94639
H -3.00559 -4.18511 -3.90060
H 0.44375 -5.43132 -0.02598
H 4.91474 -1.35075 2.37410
H -1.27814 4.17227 3.10038
H 0.17353 2.90432 0.31790
H -3.83452 3.70760 -1.07811
H -0.55037 -3.58779 1.43109
H -0.14894 0.61860 -3.39517
H 1.88845 0.46868 5.08921
H -0.74989 2.91797 -2.90579
H 5.17174 -1.30580 -0.16385
H -2.28705 2.07383 -2.73393
H 1.48118 -1.80542 -5.11205
H 2.40799 -0.82156 4.09049
H -0.26639 -0.53810 5.53943
H 2.36887 2.50327 0.87478
H -0.57725 1.13203 -5.03084
H 2.41641 -1.39396 -3.00576
H 2.62038 -3.00360 -2.49017
H 3.92500 0.06836 2.25498
H 0.18066 3.43434 3.42140
H -2.33550 -5.18991 -1.06637
H -3.45630 -5.89129 -2.14359
H -2.03758 2.92062 -4.13914
H -0.92043 1.76703 5.01737
H 0.64763 -1.95171 5.14191
H 1.99309 -5.05699 0.61319
H 0.50797 -3.01387 0.07367
H -1.00293 -2.89378 -2.68766
H 3.37859 2.90777 -1.44680
H 1.25334 0.08570 2.37200
H -2.68139 0.35028 -4.62670
H -2.47623 2.48517 4.50344
*
```

***

# 2
# C18H55NO13

A molecular structure, C18H55NO13 at a distorted geometry (ωB97M-V/def2-TZVPD, the OMol25 dataset).

Properties
- E_LUMO (hartree) = 0.0145
- HOMO-LUMO gap (hartree) = 0.329

Geometry as ORCA input:
```
! RIJCOSX wB97M-V def2-TZVPD def2/J DEFGRID3
* xyz 0 1
O -6.45745 -54.96520 50.37994
O -12.67668 -53.49643 51.33788
O -8.98044 -52.48172 45.90985
O -8.52813 -54.30066 50.23386
O -9.25920 -56.26040 48.41167
O -5.55903 -50.56505 49.08086
O -8.07064 -51.30400 52.00120
O -9.61222 -54.60671 53.06745
O -7.18299 -57.43000 51.11216
O -6.03131 -56.98782 47.15355
O -3.68548 -54.81847 51.67040
O -6.96837 -52.67923 49.99536
O -4.67582 -52.07020 46.92787
N -10.00584 -52.15671 49.34745
C -4.81487 -50.17777 50.14496
C -8.21881 -56.82669 47.49194
C -5.98044 -57.53430 44.81152
C -11.65795 -53.54971 50.41325
C -3.20966 -55.91582 50.99302
C -4.74545 -53.31143 47.59119
C -13.22611 -54.66832 51.75613
C -10.02498 -55.93616 53.08886
C -10.19780 -52.23337 47.91356
C -11.22027 -52.10772 50.22453
C -3.97860 -48.94943 49.88248
C -6.40640 -57.72168 52.20558
C -7.32796 -54.01345 50.11507
C -7.53743 -51.84914 53.28089
C -8.80330 -52.37092 47.23687
C -4.30660 -54.52292 46.81498
C -7.88350 -52.94067 45.18778
C -6.47400 -56.56687 45.85830
H -8.10877 -51.58215 47.45796
H -4.72748 -54.60078 45.86976
H -7.72650 -56.55435 45.82734
H -13.23122 -55.43599 51.10582
H -4.03631 -51.02262 50.21861
H -6.71444 -58.30524 52.92905
H -6.46695 -51.21815 53.33965
H -8.24677 -57.82630 47.07347
H -4.79354 -51.41490 47.61125
H -8.96652 -56.01126 49.18020
H -10.56463 -56.51916 52.14761
H -9.24376 -52.79430 49.48565
H -4.09025 -56.60349 50.80463
H -10.80013 -55.86477 53.83324
H -11.85096 -51.49786 49.34907
H -6.72623 -52.37258 45.56114
H -10.98547 -54.18144 50.92478
H -5.47033 -58.06896 52.01504
H -6.35346 -56.33890 47.86169
H -10.65937 -53.29162 47.62834
H -9.26136 -56.60338 53.38621
H -4.22369 -55.32920 47.41066
H -3.32828 -54.85601 52.58027
H -14.20156 -54.72816 52.15272
H -2.82680 -55.63839 49.97731
H -7.43149 -56.88645 48.14549
H -5.91723 -51.26470 49.29460
H -8.00057 -52.88135 44.14299
H -3.22152 -54.33922 46.76795
H -6.34346 -56.69366 52.84394
H -12.02111 -53.98701 49.60070
H -4.93249 -57.66465 44.89179
H -6.51435 -57.40340 43.91575
H -11.10730 -51.55689 51.01388
H -7.26601 -52.84237 53.40547
H -6.37493 -58.52214 45.02283
H -4.24059 -53.35884 48.59368
H -9.60155 -51.23875 49.34771
H -12.53351 -54.97553 52.50851
H -5.78800 -53.25096 47.61918
H -5.48298 -49.98323 51.03828
H -4.73967 -47.94863 50.13815
H -7.95050 -55.89920 46.77642
H -8.26480 -51.56919 54.21821
H -3.45706 -48.88270 48.84007
H -9.13890 -54.48480 52.26215
H -7.81624 -51.80707 51.37512
H -6.98090 -56.67705 50.83181
H -2.46534 -56.54992 51.44895
H -8.19708 -53.33340 47.74265
H -10.69324 -51.25824 47.56921
H -5.40145 -54.52123 50.47975
H -6.08654 -55.60904 46.00186
H -7.33493 -53.86941 45.59196
H -3.34112 -48.66311 50.73570
*
```

***

# 3
# C18H56N2O11

11 unconnected molecules or ions with the total composition C18H56N2O11 at a distorted geometry (ωB97M-V/def2-TZVPD, the OMol25 dataset).

Properties
- E_LUMO (hartree) = 0.0069
- HOMO-LUMO gap (hartree) = 0.307
- SMILES = CC1(C)CCCC(C)(C)N1O.CC1(C)CCCC(C)(C)N1O.O.O.O.O.O.O.O.O.O

Geometry as ORCA input:
```
! RIJCOSX wB97M-V def2-TZVPD def2/J DEFGRID3
* xyz 0 1
O 2.96108 2.84616 3.19865
O 1.47652 4.80053 -0.68071
O -1.19759 4.86497 -0.65030
O -3.29868 -0.69144 -0.12951
O -2.68483 -3.42595 -1.11352
O -3.38604 1.91468 0.78231
O -1.16406 2.07224 -1.19549
O 1.04145 2.25369 -3.11636
O -3.12603 1.76235 -3.63296
O -0.74177 4.36302 -3.96227
O -3.32738 4.43171 -2.61125
N 2.10766 1.73068 3.41567
N -1.54678 -3.66741 -1.91115
C 1.07186 1.97110 1.24078
C -0.03195 -2.97748 -3.67966
C 3.77647 0.66876 4.96674
C 0.02341 -4.04320 -0.01830
C 1.43077 -0.11428 4.92434
C 1.86241 1.01597 2.14484
C 1.95621 2.15118 5.79079
C -2.21025 -1.89841 -3.50294
C 0.44380 -5.04044 -2.32780
C -1.08551 -2.49288 -2.65304
C 0.91705 -0.14058 2.46684
C 2.33786 1.11236 4.72713
C -0.47736 -1.37144 -1.78263
C 1.32688 -0.96082 3.67144
C 3.15791 0.50670 1.50695
C -0.60497 -4.62165 -1.29720
C 1.04778 -3.81002 -2.99932
C -1.39910 -5.87255 -0.91048
H -0.74683 -6.69322 -0.61566
H -0.21872 4.81707 -0.82869
H -0.92623 -1.34528 -0.79187
H -1.86438 -1.11448 -4.17618
H -1.94659 -6.22805 -1.78859
H 3.86306 0.29850 5.99333
H -3.41995 -3.68551 -1.68054
H 2.14368 1.78428 6.80036
H 0.42531 2.59383 1.86585
H -0.59066 -0.39053 -2.23918
H -2.13444 -5.64005 -0.14092
H 0.70448 -3.21661 -0.21627
H -2.97469 -1.43091 -2.87303
H -2.90355 4.58096 -1.74481
H 2.00632 4.67899 0.11619
H 0.42753 -2.10715 -4.14620
H -1.33423 5.73573 -0.26331
H 1.64254 2.62443 0.58884
H 1.24517 -5.55348 -1.78982
H 0.80081 -0.77314 1.58410
H 4.07424 -0.17311 4.33661
H -1.42906 4.77266 -3.40670
H 2.38552 3.12832 5.58512
H -3.64067 1.96923 1.70800
H 0.42504 0.20821 5.20641
H 3.76114 -0.13104 2.15461
H 0.33739 1.42827 0.64564
H 2.27410 -1.44762 3.41173
H -1.12692 4.32456 -4.84526
H -0.79277 -3.60310 0.55980
H -2.03178 1.87259 -0.81473
H -4.00413 -0.63993 -0.78631
H -2.99931 -1.61459 -0.15281
H -0.48510 -3.64828 -4.41449
H 0.08111 -5.72953 -3.09101
H 1.80687 -0.79010 5.69319
H -3.27514 0.96051 0.60361
H -2.72506 -2.62585 -4.13694
H -2.96470 2.70648 -3.45326
H 0.52382 2.94405 -3.56696
H 0.86576 2.26893 5.77774
H 0.45610 1.94188 -2.40818
H 3.78471 1.39427 1.36832
H 0.53014 -4.81990 0.55256
H 1.87400 -4.05133 -3.67514
H 1.55728 -3.16147 -2.27673
H 0.56543 -1.73611 3.79176
H 2.36826 3.57803 3.40393
H -2.31742 1.33072 -3.33336
H 4.53337 1.44931 4.87664
H -0.07610 0.27426 2.68772
H -3.83915 5.23070 -2.78536
H 2.09048 4.65574 -1.41505
H -1.04284 3.02040 -1.02714
H 0.58583 -1.56447 -1.64106
H 3.01410 0.00437 0.55194
*
```

***

# 4
# C18H56N2O14

9 unconnected molecules or ions with the total composition C18H56N2O14 at a distorted geometry (ωB97M-V/def2-TZVPD, the OMol25 dataset).

Properties
- E_LUMO (hartree) = -0.0054
- HOMO-LUMO gap (hartree) = 0.333
- SMILES = COC[C@H](C)N.COC[C@H](C)N.OCCO.OCCO.OCCO.OCCO.OCCO.O.O

Geometry as ORCA input:
```
! RIJCOSX wB97M-V def2-TZVPD def2/J DEFGRID3
* xyz 0 1
O 0.40332 0.74494 3.35068
O 0.12056 7.32084 -2.38971
O 0.48864 0.58439 -0.63463
O 1.90222 -0.52789 -2.91862
O 3.72906 3.80752 -3.97485
O 2.01002 5.31534 -1.06519
O -1.81706 2.18070 0.51479
O -3.06522 -3.24358 2.27598
O -2.35740 1.96365 3.59325
O -2.85957 6.61178 -1.60372
O 4.19966 -1.91483 -4.41112
O -3.92212 3.66822 0.85072
O 2.74391 4.10270 1.40249
O 0.63050 -3.82804 -0.58246
N -3.05357 -5.74966 3.11395
N 0.52404 -7.43326 0.73458
C 0.58726 1.88877 -0.04294
C -0.62928 6.15257 -2.83598
C -0.74600 2.69810 -0.33760
C 3.83547 -0.43864 -4.48285
C -1.63366 5.76248 -1.63438
C 2.76569 4.66964 -3.38398
C 0.92124 -6.04126 0.63840
C -3.63883 -4.26520 1.33216
C 2.99159 4.76325 -1.83687
C -3.32728 -6.83250 0.98797
C 0.08617 1.79465 4.24421
C -2.90095 -5.57954 1.65752
C -1.13984 2.67583 3.65338
C 0.65391 -3.07226 0.67488
C 3.20358 0.09166 -3.21901
C 2.42542 -5.87015 0.46447
C 0.16957 -5.22258 -0.50435
C -2.96223 -1.91329 1.81897
H -0.21261 -3.22257 1.31882
H -3.75721 -1.62791 1.13000
H -0.61825 3.77415 -0.21978
H 1.55403 -0.05732 -2.15775
H 3.26603 -0.47558 -5.41154
H -0.42902 -7.49534 1.06308
H 3.68782 3.95981 -4.92179
H -2.97071 -1.30391 2.72268
H -3.01208 -4.80198 3.46077
H 1.01634 0.18183 3.82891
H -4.16741 4.46526 1.32060
H 1.49424 -3.30053 1.33050
H -0.31626 1.37800 5.16754
H -3.50760 -3.86273 0.32772
H -0.99279 5.98789 -0.78199
H 0.95288 -7.91120 1.51418
H 1.74370 4.43139 -3.67874
H 0.66598 -5.50402 1.55181
H 2.85292 1.12235 -3.16614
H 0.97633 2.35972 4.52065
H -1.85182 -5.35238 1.46825
H -2.00047 -1.70472 1.35035
H -1.93204 4.72293 -1.77001
H -4.23603 2.95539 1.40711
H 2.69098 -5.95296 -0.58944
H 3.71514 -2.34697 -3.70394
H -4.36745 -7.11381 1.15237
H 0.69046 -2.01409 0.41599
H -0.90595 -5.11617 -0.36281
H 3.01327 5.69027 -3.67572
H -0.95663 2.48976 -1.38657
H -1.18464 6.39935 -3.74083
H 0.70192 1.59973 1.00176
H 1.53760 2.27504 -0.41140
H -2.82078 7.36997 -1.01614
H -2.65163 -7.63697 1.27852
H 2.97198 -6.66957 0.96477
H -0.85702 3.19643 2.73846
H -4.70279 -4.29077 1.56760
H -1.97225 1.32216 2.99179
H 0.56996 -5.59838 -1.44592
H 0.77586 7.11467 -1.71913
H -1.28273 3.47287 4.38304
H 3.11774 3.74279 -1.47514
H 3.84362 -0.10850 -2.35971
H 2.36385 5.35802 -0.17380
H -2.62250 2.70129 0.55772
H 3.20799 4.57048 2.09678
H -0.25204 0.09031 -0.27564
H 0.15739 5.42233 -3.02574
H 2.62191 3.21871 1.74876
H -3.31408 -6.81646 -0.10183
H -3.98804 -6.08214 3.30453
H 2.64313 -4.89795 0.90667
H 4.04132 4.89810 -1.57611
H 4.66933 0.12985 -4.89465
*
```

***

# 5
# C18H59N26O13

12 unconnected molecules or ions with the total composition C18H59N26O13 at a distorted geometry (ωB97M-V/def2-TZVPD, the OMol25 dataset).

Properties
- E_LUMO (hartree) = -0.1283
- HOMO-LUMO gap (hartree) = 0.250

Geometry as ORCA input:
```
! RIJCOSX wB97M-V def2-TZVPD def2/J DEFGRID3
* xyz 1 1
O 7.59308 3.65380 6.45424
O -1.98267 -5.57203 1.55456
O -0.65768 -1.70444 -8.09867
O 5.66159 -4.44094 -4.43348
O -5.96411 6.10599 -2.12298
O -5.03694 -0.36804 5.68218
O 1.94696 -2.84719 2.05722
O 2.70493 5.89559 6.71926
O 0.52978 0.27832 6.16522
O 0.68225 1.72037 -4.68443
O -3.64038 2.86638 -2.22191
O 7.13141 -3.52969 -3.16877
O -7.45572 -0.33927 7.99161
N 0.19041 -0.26647 -5.62780
N 2.71599 -1.41991 -4.76247
N 2.17742 0.63297 4.65454
N 2.60959 -0.16945 -2.75082
N 0.81245 -1.20858 4.47573
N -4.98147 5.52133 -4.07459
N -3.87688 0.34679 7.48014
N 3.81884 -0.18956 0.82051
N -3.07775 -7.51775 1.17540
N 1.65782 3.92405 6.30829
N -1.35629 1.44389 -5.65133
N -6.97252 -2.26908 6.89939
N -3.80753 -5.56458 0.20637
N 0.46974 -0.17071 -9.32923
N 5.40154 4.00103 6.92479
N 6.25314 4.55383 4.86099
N 0.88570 5.88186 5.36954
N -4.82511 7.68433 -3.28513
N -5.80076 2.52712 -2.81107
N -8.74401 -2.16420 8.37221
N -2.81424 0.04029 5.45987
N 0.36121 -2.36669 -10.00977
N 0.86084 -4.79341 1.66192
N 0.12241 -2.85253 0.69956
N -4.08211 1.55067 -4.01197
N 4.59230 -1.27625 -3.41931
C 3.85917 -1.90810 -5.55723
C -7.70389 -1.51022 7.76490
C 3.24378 0.28861 -1.50462
C -3.97531 -0.01699 6.17374
C 6.49239 4.04069 6.10828
C 1.13297 -0.08113 5.16236
C 6.42654 -2.08536 -4.83861
C 0.01567 -1.43124 -9.08348
C 3.41608 -0.80425 -0.45612
C -2.89779 -6.18034 1.01175
C 6.44786 -3.40754 -4.08135
C 1.03618 -3.46595 1.50827
C 3.24167 -0.89622 -3.55783
C -0.11424 1.00952 -5.28767
C -4.45394 2.35132 -2.96012
C -5.30094 6.41812 -3.09485
C 1.80903 5.27645 6.16880
C 5.09373 -1.35106 -4.79342
H 5.06147 -4.21440 -5.15612
H -1.93191 0.32702 5.84826
H 2.68880 0.37016 3.83279
H 4.48903 4.32074 6.65152
H 2.75235 1.14639 -1.05857
H 1.51171 -5.27733 2.25399
H -1.60111 2.38771 -5.40457
H 1.64544 0.04829 -3.01464
H 4.24400 0.61527 -1.77746
H 2.26546 -2.27700 -4.43005
H 2.51644 -1.40053 -0.30430
H -3.70736 -4.57571 0.07097
H 1.29905 -1.51997 3.65059
H 0.90861 -2.16612 -10.82551
H -5.04401 8.36561 -2.58178
H 2.43693 1.46874 5.14559
H -8.96918 -3.12595 8.20559
H -6.48803 2.11105 -3.41115
H 4.21356 -1.50341 -0.72958
H 4.80684 0.03069 0.72825
H 7.03091 4.60347 4.23008
H -2.02139 0.87793 -6.14631
H 7.14923 -1.44826 -4.34537
H 4.47485 -2.18285 -2.95713
H -7.16484 -3.23495 6.71580
H -4.56502 -6.04289 -0.24367
H 0.92874 3.39606 5.86365
H -6.10518 3.11258 -2.04985
H 0.03738 -3.30475 -9.85835
H 6.80666 -2.23111 -5.85022
H -3.82002 -8.03607 0.74474
H 2.31447 3.44565 6.89792
H 5.27778 -0.34686 -5.16895
H 5.35551 4.88316 4.55953
H 5.53467 3.63552 7.84960
H -4.43883 5.74631 -4.88599
H -0.63318 -3.34091 0.25489
H -9.30241 -1.63642 9.01692
H 3.79126 -2.96212 -5.81913
H -4.73197 1.11067 -4.63626
H 0.11549 -5.31017 1.22355
H -4.72223 0.31661 8.02666
H 0.23043 0.54253 -8.66393
H 0.96680 6.87475 5.24736
H -0.42902 -0.89382 -6.11821
H -4.27841 7.96050 -4.07791
H -2.85984 -0.22137 4.49307
H 1.11005 -0.57618 -5.35425
H -3.02122 0.63911 7.91336
H -5.31981 4.58368 -3.95324
H 0.04456 -1.75429 4.82351
H 0.14084 5.39300 4.91025
H 1.01959 0.07612 -10.13060
H 0.21103 -1.86174 0.56981
H -3.09735 1.40812 -4.14736
H 3.84040 -1.42364 -6.53368
H -6.19720 -1.82121 6.43003
H 3.78291 -0.95131 1.49619
H -2.42590 -8.00023 1.76704
*
```

***

In eV, the E values for the records above are, in order, -91648.870, -47645.872, -45076.179, -51212.174, -84988.913.